Computed, not measured: C40H46CsF6N7O7PSi3 as an isolated structure in a non-equilibrium geometry, with ωB97M-V/def2-TZVPD.

```
111
C40H46CsF6N7O7PSi3, DFT ωB97M-V/def2-TZVPD
Cs 1.427 -0.830 0.478
O 1.367 -5.299 3.075
C 1.400 -4.152 2.629
N 0.400 -3.322 2.420
C -0.740 -3.098 3.048
O -0.972 -3.070 4.254
C -1.868 -2.735 2.091
C -3.156 -3.203 2.361
C -4.180 -2.859 1.500
C -3.894 -2.058 0.403
C -2.580 -1.648 0.220
N -1.602 -1.968 1.048
C 2.711 -3.621 2.066
C 3.834 -3.526 2.885
C 5.016 -3.072 2.330
C 5.036 -2.734 0.985
C 3.866 -2.870 0.257
N 2.734 -3.312 0.780
H -3.329 -3.821 3.229
H -5.189 -3.209 1.677
H -4.668 -1.758 -0.292
H -2.281 -1.042 -0.623
H 3.765 -3.785 3.931
H 5.905 -2.964 2.934
H 5.936 -2.361 0.517
H 3.835 -2.607 -0.793
O 4.895 -0.117 2.942
C 3.871 0.243 2.357
O 2.695 -0.103 2.499
C 4.099 1.353 1.297
C 5.002 2.366 1.600
C 5.187 3.380 0.680
C 4.489 3.322 -0.517
C 3.624 2.261 -0.730
N 3.420 1.312 0.168
H 5.533 2.330 2.539
H 5.869 4.196 0.889
H 4.611 4.083 -1.270
H 3.086 2.161 -1.661
C -0.652 3.139 -2.357
O -0.977 2.714 -1.065
Si -2.179 3.205 -0.073
C -3.771 2.218 -0.497
C -2.703 5.028 -0.429
C -1.470 3.138 1.659
Si -2.479 2.425 3.069
C -1.571 2.152 4.723
C -3.860 3.721 3.459
C -3.331 0.757 2.713
Si 0.147 4.037 2.005
C 1.084 4.558 0.425
C -0.295 5.649 2.992
C 1.408 3.107 3.086
H -0.253 4.159 -2.341
H -1.530 3.121 -3.009
H 0.107 2.471 -2.760
H -4.280 2.654 -1.352
H -4.475 2.211 0.325
H -3.540 1.188 -0.741
H -2.997 5.154 -1.467
H -1.880 5.705 -0.237
H -3.535 5.343 0.193
H -1.122 3.061 5.104
H -0.787 1.415 4.597
H -2.252 1.780 5.483
H -3.418 4.702 3.608
H -4.408 3.461 4.361
H -4.575 3.802 2.646
H -2.578 -0.008 2.556
H -3.963 0.779 1.834
H -3.951 0.455 3.553
H 0.484 5.190 -0.221
H 1.346 3.668 -0.140
H 2.009 5.089 0.639
H -1.063 6.235 2.496
H 0.580 6.281 3.129
H -0.676 5.388 3.976
H 1.441 2.049 2.845
H 1.172 3.203 4.140
H 2.412 3.497 2.939
O -1.979 -6.377 -6.432
N -1.496 -6.413 -5.299
O -1.197 -7.476 -4.760
C -1.314 -5.179 -4.621
C -1.662 -4.050 -5.323
C -1.572 -2.766 -4.755
C -1.893 -1.600 -5.475
C -1.772 -0.386 -4.853
C -1.385 -0.358 -3.504
N -1.109 -1.430 -2.806
C -1.159 -2.619 -3.408
C -0.777 -3.792 -2.663
N -0.394 -3.612 -1.400
C 0.058 -4.625 -0.707
C 0.185 -5.908 -1.252
C -0.263 -6.136 -2.531
C -0.796 -5.074 -3.282
H -2.006 -4.147 -6.341
H -2.231 -1.675 -6.501
H -1.978 0.531 -5.385
H -1.310 0.582 -2.980
H 0.334 -4.417 0.315
H 0.627 -6.704 -0.672
H -0.198 -7.121 -2.963
F 1.446 0.502 -3.028
P 2.649 0.131 -4.063
F 3.681 -0.102 -2.832
F 3.053 1.712 -4.108
F 1.618 0.365 -5.306
F 3.841 -0.190 -5.119
F 2.234 -1.435 -4.015
```

**Spin multiplicity**: 2
**Energy**: -116775.7004 eV
**Total charge**: -2
**<S²>**: 0.7535
**HOMO-LUMO gap**: 0.22374 Ha

Computed, not measured: C40H46FN3O3S2Zr as an isolated structure in a non-equilibrium geometry, with ωB97M-V/def2-TZVPD.

```
96
C40H46FN3O3S2Zr, DFT ωB97M-V/def2-TZVPD
Zr 0.626 1.195 0.241
S -0.695 -0.741 1.580
C -2.280 -0.591 1.024
N -3.282 -0.902 1.802
C -4.577 -1.311 1.239
C -4.902 -0.556 -0.012
N -3.743 -0.456 -0.913
C -4.075 -0.480 -2.357
C -4.635 -1.836 -2.715
C -3.882 -2.983 -2.475
C -4.397 -4.232 -2.787
C -5.667 -4.340 -3.343
C -6.415 -3.199 -3.593
C -5.902 -1.948 -3.274
C -2.546 -0.239 -0.434
S -1.338 0.465 -1.384
C -3.106 -1.100 3.265
C -2.849 -2.536 3.665
C -3.829 -3.520 3.545
C -3.570 -4.820 3.954
C -2.336 -5.144 4.505
C -1.365 -4.164 4.650
C -1.620 -2.867 4.226
H -5.346 -1.126 1.986
H -4.534 -2.385 1.048
H -5.235 0.460 0.210
H -5.696 -1.072 -0.545
H -3.178 -0.250 -2.920
H -4.810 0.302 -2.553
H -2.882 -2.904 -2.056
H -3.807 -5.121 -2.606
H -6.071 -5.315 -3.583
H -7.399 -3.280 -4.035
H -6.488 -1.056 -3.472
H -4.013 -0.715 3.732
H -2.276 -0.470 3.571
H -4.817 -3.279 3.169
H -4.338 -5.577 3.860
H -2.141 -6.155 4.838
H -0.411 -4.406 5.099
H -0.861 -2.101 4.343
C 1.377 1.832 4.426
C 1.102 2.277 3.020
C 1.552 3.701 2.737
O 1.798 1.335 2.041
C -0.393 2.158 2.649
O -1.237 1.984 3.471
O -0.592 2.283 1.324
H 2.433 1.963 4.674
H 1.095 0.789 4.569
H 0.784 2.439 5.107
H 2.590 3.846 3.036
H 0.933 4.385 3.321
H 1.439 3.965 1.688
H 2.757 1.405 2.183
C 1.456 -1.614 -1.124
C 2.828 -1.609 -1.794
C 2.671 -1.496 -3.314
C 3.790 -0.574 -1.236
C 5.110 -0.995 -1.093
C 6.095 -0.157 -0.608
C 5.765 1.131 -0.228
C 4.463 1.604 -0.340
C 4.187 3.043 0.071
C 4.749 4.031 -0.958
C 4.770 3.360 1.453
C 3.472 0.745 -0.868
N 2.149 1.312 -1.075
C 1.960 2.107 -2.229
C 2.758 2.110 -3.368
C 2.430 2.918 -4.448
C 1.313 3.746 -4.422
C 0.512 3.782 -3.287
C 0.881 2.967 -2.256
F 0.146 2.989 -1.045
H 1.014 -2.610 -1.082
H 0.776 -0.983 -1.686
H 1.539 -1.270 -0.089
H 3.297 -2.571 -1.589
H 2.148 -0.576 -3.588
H 2.098 -2.341 -3.699
H 3.644 -1.498 -3.808
H 5.362 -2.011 -1.374
H 7.115 -0.507 -0.517
H 6.541 1.785 0.151
H 3.108 3.195 0.112
H 5.832 3.917 -1.039
H 4.540 5.059 -0.655
H 4.318 3.874 -1.946
H 5.860 3.381 1.424
H 4.494 2.619 2.214
H 4.443 4.345 1.790
H 3.638 1.479 -3.396
H 3.061 2.901 -5.327
H 1.072 4.373 -5.268
H -0.354 4.426 -3.204
```

**Energy**: -78498.4300 eV
**Total charge**: +2
**HOMO-LUMO gap**: 0.24036 Ha

Computed, not measured: C40H47As3CsN7O2P as an isolated structure in a non-equilibrium geometry, with ωB97M-V/def2-TZVPD.

```
101
C40H47As3CsN7O2P, DFT ωB97M-V/def2-TZVPD
Cs -1.212 1.343 0.272
O -1.934 -1.126 1.067
C -2.991 -0.603 1.497
O -3.864 -0.035 0.814
C -3.155 -0.502 3.012
C -4.458 -0.358 3.490
C -4.730 -0.242 4.841
C -3.682 -0.254 5.746
C -2.378 -0.385 5.288
C -2.085 -0.520 3.921
P -0.336 -0.509 3.366
C 0.597 -0.178 4.937
C 0.892 1.156 5.214
C 1.622 1.517 6.344
C 2.077 0.533 7.208
C 1.797 -0.806 6.944
C 1.063 -1.159 5.820
C 0.082 -2.267 3.056
C -0.864 -3.280 2.948
C -0.476 -4.576 2.628
C 0.865 -4.875 2.412
C 1.815 -3.870 2.516
C 1.425 -2.574 2.829
H -5.250 -0.323 2.754
H -5.753 -0.129 5.181
H -3.868 -0.154 6.808
H -1.578 -0.369 6.014
H 0.550 1.926 4.531
H 1.839 2.561 6.522
H 2.655 0.800 8.084
H 2.152 -1.577 7.616
H 0.849 -2.202 5.613
H -1.914 -3.048 3.090
H -1.225 -5.353 2.538
H 1.164 -5.883 2.156
H 2.861 -4.088 2.335
H 2.162 -1.780 2.892
N 1.947 4.418 -0.662
C 1.366 4.789 -1.840
C 1.202 3.627 -2.535
N 1.647 2.558 -1.799
C 2.083 3.064 -0.666
C 2.629 2.300 0.448
N 3.181 1.114 0.350
C 3.549 0.766 1.621
C 3.188 1.740 2.511
N 2.628 2.725 1.748
H 2.102 5.023 0.126
H 1.127 5.813 -2.066
H 0.792 3.498 -3.524
H 4.049 -0.169 1.819
H 3.278 1.836 3.580
H 2.192 3.547 2.139
C -2.573 2.161 -3.318
As -1.954 0.319 -3.016
C -3.425 -0.570 -3.966
C -0.597 0.331 -4.447
C 0.361 -0.872 -4.504
C -0.427 -2.184 -4.605
C 1.331 -0.927 -3.299
As 0.800 -1.094 -1.385
C 2.531 -1.860 -0.871
C -0.196 -2.779 -1.289
C 1.267 -0.677 -5.740
As 0.692 -0.782 -7.632
C -1.268 -0.560 -7.633
C 0.692 -2.735 -7.877
H -2.820 2.352 -4.363
H -1.801 2.865 -3.003
H -3.461 2.327 -2.707
H -3.599 -0.142 -4.955
H -4.323 -0.454 -3.359
H -3.219 -1.635 -4.072
H -0.010 1.242 -4.286
H -1.110 0.438 -5.402
H -1.001 -2.346 -3.694
H 0.256 -3.027 -4.730
H -1.120 -2.170 -5.447
H 1.912 0.002 -3.275
H 2.040 -1.741 -3.480
H 2.758 -2.760 -1.446
H 2.495 -2.111 0.191
H 3.303 -1.107 -1.024
H 0.217 -3.566 -1.922
H -1.245 -2.602 -1.522
H -0.148 -3.091 -0.243
H 2.080 -1.411 -5.720
H 1.753 0.298 -5.654
H -1.531 0.479 -7.435
H -1.779 -1.205 -6.919
H -1.608 -0.811 -8.638
H 1.697 -3.120 -7.705
H 0.427 -2.943 -8.915
H -0.004 -3.254 -7.224
N -0.469 4.198 1.155
C -0.273 4.809 2.119
C 0.081 5.485 3.307
C 1.192 4.964 4.023
N 2.136 4.527 4.531
C -0.597 6.663 3.745
N -1.136 7.620 4.099
```

**Energy**: -249124.0088 eV
**Total charge**: -1
**HOMO-LUMO gap**: 0.28091 Ha

Computed, not measured: C40H47LaN7O2SSi as an isolated structure in a non-equilibrium geometry, with ωB97M-V/def2-TZVPD.

```
99
C40H47LaN7O2SSi, DFT ωB97M-V/def2-TZVPD
La -9.104 -3.175 20.457
N -9.786 -1.816 22.586
C -10.903 -0.874 22.266
C -11.667 -0.605 23.591
C -12.427 0.725 23.876
C -13.712 0.643 24.725
N -14.347 -0.655 24.972
C -15.334 -1.000 24.154
N -15.342 -0.745 22.838
N -16.448 -1.538 24.685
C -11.814 -1.559 21.225
O -13.032 -1.392 21.178
O -11.243 -2.487 20.428
H -10.213 -2.576 23.104
H -9.057 -1.323 23.168
H -10.513 -0.043 21.667
H -10.962 -0.887 24.392
H -12.424 -1.414 23.595
H -12.685 1.086 22.852
H -11.731 1.423 24.310
H -14.417 1.362 24.257
H -13.452 1.054 25.722
H -14.421 -0.874 25.943
H -14.445 -0.726 22.309
H -16.192 -1.046 22.363
H -16.537 -1.470 25.677
H -17.303 -1.676 24.174
N -5.678 -1.788 20.542
C -5.925 -0.956 21.684
C -5.466 -1.205 23.010
C -5.824 -0.282 23.981
C -6.779 0.710 23.769
C -7.329 0.872 22.527
C -6.854 0.069 21.466
S -7.447 0.349 19.860
N -7.785 -1.344 19.649
C -6.753 -2.170 19.737
C -6.736 -3.414 18.921
C -5.485 -4.003 18.470
C -5.462 -4.699 17.347
C -6.696 -5.124 16.784
C -7.897 -4.822 17.437
N -7.892 -3.953 18.471
H -5.033 -2.562 20.720
H -4.826 -2.065 23.207
H -5.243 -0.257 24.915
H -7.025 1.344 24.635
H -8.092 1.595 22.241
H -4.563 -3.855 19.012
H -4.495 -4.908 16.878
H -6.657 -5.846 15.941
H -8.807 -5.273 17.097
C -15.099 -3.324 15.836
C -15.717 -4.523 15.780
C -15.442 -5.553 16.698
C -14.370 -5.408 17.584
C -13.804 -4.144 17.709
C -14.107 -3.165 16.795
Si -13.652 -6.899 18.480
C -14.544 -8.415 17.662
C -14.566 -8.530 16.216
C -15.289 -9.557 15.675
C -15.974 -10.504 16.454
C -15.958 -10.365 17.844
C -15.257 -9.319 18.458
C -14.030 -6.810 20.316
C -13.678 -7.889 21.138
C -13.959 -7.842 22.482
C -14.483 -6.694 23.071
C -14.825 -5.599 22.236
C -14.629 -5.664 20.845
H -15.296 -2.514 15.166
H -16.453 -4.755 15.023
H -16.118 -6.379 16.789
H -13.094 -3.879 18.520
H -13.643 -2.207 16.878
H -14.106 -7.764 15.604
H -15.355 -9.642 14.580
H -16.461 -11.363 15.966
H -16.481 -11.123 18.419
H -15.212 -9.239 19.516
H -13.302 -8.839 20.727
H -13.693 -8.718 23.125
H -14.532 -6.627 24.172
H -15.158 -4.709 22.669
H -14.770 -4.791 20.199
C -11.403 -6.274 15.688
C -11.217 -7.318 16.743
C -9.789 -7.893 16.806
C -11.764 -6.878 18.156
H -11.036 -6.620 14.703
H -10.881 -5.311 15.918
H -12.484 -6.006 15.504
H -11.804 -8.205 16.425
H -8.986 -7.167 16.780
H -9.608 -8.629 16.003
H -9.650 -8.497 17.738
H -11.386 -5.854 18.345
H -11.396 -7.553 18.946
```

**Energy**: -76335.4385 eV
**Total charge**: +1
**HOMO-LUMO gap**: 0.15065 Ha